(1)
Below is the molecule C20H25ClN2O2S in a non-equilibrium geometry, with properties calculated with wB97M-V/def2-TZVPD.

Structure (XYZ):
```
51
Properties=species:S:1:pos:R:3:forces:R:3
Cl 0.607748 -6.015040 -1.414159 0.3910 1.0236 1.4556
S 1.597791 -0.402602 1.197502 11.0951 2.1952 -0.7949
O 2.911061 -0.562326 1.895134 -2.4888 -1.0352 0.3293
O 0.607469 0.252115 1.902839 -3.7050 1.5234 1.2622
N -1.310725 2.320928 -1.331545 2.1101 3.8475 -1.8288
N 2.368123 0.437766 -0.086648 -11.6767 -3.7982 -3.3776
C -0.104316 -3.890860 0.182818 -0.3022 0.8656 -0.1333
C 2.102013 -2.478431 -0.191977 11.3097 -0.3683 -3.0733
C 1.247341 1.247155 -1.096774 2.2449 -3.5981 6.0940
C -3.148746 4.502821 -0.630262 -1.8856 1.1401 -2.8206
C -2.593420 3.671342 0.314024 -0.0531 -6.5376 -12.8583
C -2.536343 4.001061 1.472847 3.7066 -0.2220 13.5920
C 3.158346 -4.479930 -1.388973 -0.3352 1.4453 -4.1167
C 2.037588 -3.701141 -0.716866 1.6371 -4.3084 -0.4605
C 0.026704 0.315675 -1.216330 5.2382 0.8088 -10.5313
C -3.570987 5.761290 -0.195429 -3.2720 1.5402 -5.2336
C -2.045630 2.231538 -0.146970 -4.6082 -0.7455 -0.1417
C -2.863116 5.247294 1.886912 -2.1489 1.7295 5.0349
C 0.945772 2.396268 -0.200651 3.8993 4.9952 -13.8582
C -3.612376 6.108433 1.116169 1.4400 1.0692 2.1880
C -0.841466 1.237538 -2.185958 -3.8491 -3.2771 6.9384
C 0.161142 -2.486066 0.620929 -16.2556 -7.9463 3.5319
C -1.153801 -1.958835 1.453926 -2.9750 -9.3203 -11.9403
C -0.143334 3.208826 -1.157656 1.6163 1.7896 0.8214
C 0.939555 -4.533914 -0.394632 -1.5286 0.8409 -2.2957
C 1.216460 -1.916321 0.532864 3.9314 6.7084 1.2792
H -0.905237 -1.195605 1.795202 2.8626 12.5100 5.3211
H -0.312324 1.518809 -2.992812 1.2433 1.0779 -2.9331
H 2.889751 -4.857581 -2.490411 -0.0832 1.3421 1.9184
H 3.166702 0.789032 0.107763 6.5813 3.1171 2.1779
H -2.157609 -1.939163 0.695919 2.9249 0.2782 2.0514
H -1.102941 -4.408305 0.102342 0.9950 1.1395 0.7823
H 1.844410 3.110839 -0.524228 -1.4140 -1.1905 2.2693
H -3.004741 1.495176 -0.386612 2.1785 1.6951 0.7703
H 3.408305 -5.447525 -1.071655 0.3476 -0.9900 1.6804
H 4.032468 -3.865635 -1.597148 0.1786 -0.0401 0.4878
H -1.744895 0.620471 -2.256012 0.0564 0.1234 -1.4398
H 0.256884 3.520259 -2.223219 -0.4301 -0.9371 2.0791
H -2.053087 3.181635 2.285854 -1.2628 2.4464 -2.0257
H -1.355808 -2.609721 2.154007 -1.0344 -3.5827 3.5707
H 1.935939 1.475748 -1.866540 -0.3006 0.2265 -1.4482
H 0.579361 2.378849 0.649754 -2.6938 -0.7439 8.1703
H -3.517224 4.178235 -1.726293 1.6293 0.6360 2.6512
H -4.032970 6.985838 1.690113 0.4071 -0.7764 -1.5990
H -2.859145 5.486303 3.031851 0.3418 -0.5351 -2.1817
H -0.161170 4.260808 -0.587987 -1.2601 -2.2407 -1.2968
H -0.371708 0.258550 -0.338938 -2.7932 -1.3639 4.9595
H -1.581501 1.861164 0.751637 0.6466 -0.6425 0.3882
H -4.144892 6.461139 -1.076101 1.6435 -1.9270 2.6970
H 0.348556 -0.619677 -1.964573 -1.0026 1.7871 2.8000
H 3.236362 -1.908156 -0.111637 -3.2975 -1.7750 -0.9126
```
Forces are in eV/Å.

Computed properties:
Calculated total energy = -51563.7883 eV
SMILES = Cc1cc(S(=O)(=O)NC2CCN(Cc3ccccc3)CC2)c(C)cc1Cl
HOMO energy = -8.10 eV
Gap between HOMO and LUMO = 8.29 eV
Energy relative to the best compared isomer or geometry (same formula, charge and spin) = 15.208 eV

Let us look at the natural (NBO) charges, expressed in e, one per atom: atom 1 (Cl): -0.0416, atom 2 (S): 2.2999, atom 3 (O): -0.9753, atom 4 (O): -0.9227, atom 5 (N): -0.4943, atom 6 (N): -0.8704, atom 7 (C): -0.2290, atom 8 (C): -0.1555, atom 9 (C): -0.0158, atom 10 (C): -0.1931, atom 11 (C): -0.0754, atom 12 (C): -0.2052, atom 13 (C): -0.6369, atom 14 (C): -0.0690, atom 15 (C): -0.4461, atom 16 (C): -0.1963, atom 17 (C): -0.1937, atom 18 (C): -0.1852, atom 19 (C): -0.4066, atom 20 (C): -0.2437, atom 21 (C): -0.1814, atom 22 (C): 0.0792, atom 23 (C): -0.5143, atom 24 (C): -0.2436, atom 25 (C): 0.0552, atom 26 (C): -0.4056, atom 27 (H): 0.1719, atom 28 (H): 0.2034, atom 29 (H): 0.2224, atom 30 (H): 0.3755, atom 31 (H): 0.1892, atom 32 (H): 0.2412, atom 33 (H): 0.2087, atom 34 (H): 0.1979, atom 35 (H): 0.2356, atom 36 (H): 0.2230, atom 37 (H): 0.2059, atom 38 (H): 0.1997, atom 39 (H): 0.1972, atom 40 (H): 0.2024, atom 41 (H): 0.2198, atom 42 (H): 0.1972, atom 43 (H): 0.2371, atom 44 (H): 0.2353, atom 45 (H): 0.2068, atom 46 (H): 0.2277, atom 47 (H): 0.2060, atom 48 (H): 0.1705, atom 49 (H): 0.2037, atom 50 (H): 0.2250, atom 51 (H): 0.2635

=====

(2)
Below is a cluster of 2 separate species, C20H25F18N2O3S2 in total in a non-equilibrium geometry, with properties calculated with wB97M-V/def2-TZVPD.

Structure (XYZ):
```
70
Properties=species:S:1:pos:R:3:forces:R:3
S -2.388558 -3.191348 -1.352326 0.1155 1.2552 0.9374
S -1.157641 -3.665029 -5.938572 0.0968 -0.2389 -0.4017
F -1.608979 0.756768 4.035685 0.2020 -0.2044 -0.2886
F -3.581269 -0.145077 1.287836 0.3746 0.0576 -0.0159
F -0.427470 -3.988094 3.565902 -0.3080 -0.2125 -0.0014
F -3.591684 -0.082022 3.812356 0.0288 -0.0002 -0.0235
F 0.115082 -1.568051 4.742326 0.0293 0.0042 0.0896
F 0.550939 -5.483369 1.380480 0.2187 -0.0884 -0.0550
F -2.355766 -2.326465 2.484152 0.0036 0.1525 -0.2381
F 0.559816 -3.772439 -1.268304 -0.0364 0.2985 -0.0026
F -1.427078 0.151709 1.103210 -0.4001 0.0446 0.0553
F -2.251487 -1.988866 4.610018 -0.0373 -0.0723 0.0768
F -2.699932 1.750545 1.860201 0.0933 -0.3846 -0.0086
F -0.397081 -2.195789 0.815635 -0.0768 -0.1301 0.0871
F 1.540416 -3.130842 3.406614 0.1761 -0.0254 -0.0449
F -1.481080 -4.758798 1.340382 -0.2045 0.1618 0.0735
F -3.487922 -3.496702 -2.421993 0.2009 -0.2804 0.1183
F 1.581715 -3.046639 0.999810 -0.0514 -0.2715 0.0364
F 0.352128 -0.643602 2.813179 0.0639 -0.1514 -0.3204
F 0.237615 -5.869541 -0.968837 -0.0442 -0.0969 -0.0163
O -3.067265 -2.944702 -0.137562 -0.2212 -0.3696 -0.0373
O 1.882572 3.635191 -2.240687 -0.0314 -0.3456 -0.1104
O -1.563700 -2.180703 -1.897173 0.1163 -0.2655 -0.4870
N -1.599889 -4.663144 -1.261372 -0.6596 0.2969 -0.5157
N 1.727561 4.374678 -1.067343 -0.0066 0.4798 -0.4026
C -0.965931 -5.263033 -3.650218 -0.9591 -0.3780 -0.3734
C 0.391648 2.546997 0.035190 -0.0118 -0.2727 0.0495
C -0.278444 -4.647351 -0.702326 0.3140 -0.8603 0.2329
C 4.166819 3.866281 -0.907117 0.2036 -0.1592 -0.1615
C -2.342914 -0.081975 3.288252 -0.7405 0.0379 0.0889
C -0.250164 -4.522279 0.883219 0.1322 -0.2265 -0.1159
C -0.250622 -1.652215 3.446497 -0.1202 0.0119 0.5405
C -1.814430 -1.535460 3.418141 0.2274 0.0597 0.6410
C -2.500577 0.427310 1.832419 -0.0982 0.5005 -0.1504
C 0.521525 4.030838 -0.347114 0.1510 0.0288 0.3380
C 3.276764 6.135570 -0.482039 0.3126 0.1748 0.1612
C -0.668849 4.396442 -1.230679 -0.3587 -0.1075 -0.1273
C 2.890447 4.277806 1.149638 -0.0269 -0.1325 0.2726
C -1.819032 -5.567124 -2.401786 0.0006 0.0268 -1.0201
C 2.978277 4.629728 -0.342175 -0.1256 0.2768 0.3189
C 0.428671 4.904365 0.910881 0.0535 0.1706 0.1980
C 1.631330 4.783418 1.858354 -0.0454 -0.0183 -0.0101
C -1.843914 -4.985343 -4.891372 0.2541 0.6508 0.4186
C 0.307081 -3.186908 1.398630 0.0900 0.5258 -0.2430
C 0.281340 -3.028766 2.957740 0.3305 0.4010 -0.0126
H -0.884925 -2.786636 -4.964653 -0.1166 -0.0285 0.1011
H 4.212517 6.415929 0.025944 -0.0153 -0.0361 -0.0218
H 0.406670 1.916486 -0.854259 0.1401 0.1327 -0.1003
H 1.391547 4.098492 2.677744 0.0143 -0.0031 0.0103
H -0.551463 2.371257 0.551906 -0.0978 0.0747 0.0534
H 3.373206 6.396416 -1.536614 -0.0921 -0.0837 -0.0436
H 1.195304 2.212585 0.695740 0.0085 0.0407 -0.0150
H -2.848030 -5.462318 -2.705460 -0.2960 0.0053 0.2952
H 1.822454 5.752234 2.329323 -0.0078 0.0189 -0.0319
H -1.738720 -6.597907 -2.104113 0.3448 -0.2068 0.4969
H -0.721007 3.749477 -2.105039 0.1644 0.0120 -0.0268
H 4.332927 4.106248 -1.954710 -0.1547 -0.0626 -0.0374
H 5.072313 4.134389 -0.349621 -0.0371 0.0426 0.1177
H 2.935913 3.190632 1.255756 0.0176 -0.0084 -0.1389
H -2.840919 -4.676767 -4.606044 -0.2495 0.0098 0.1187
H -1.608552 4.295721 -0.672260 0.0146 -0.0247 0.0572
H -0.381731 -6.142058 -3.879279 0.6587 0.0534 0.0661
H 2.472427 6.739993 -0.059547 -0.0617 -0.0524 -0.0008
H -1.942976 -5.870912 -5.499823 0.0117 -0.1709 -0.3423
H 0.325688 5.946400 0.593697 0.0656 -0.0254 -0.1402
H 3.779259 4.655378 1.668688 0.0279 0.0349 -0.0502
H -0.489791 4.672977 1.461313 -0.0440 -0.0907 -0.0852
H -0.582259 5.428983 -1.572502 0.1000 0.0047 0.0008
H 4.021305 2.788988 -0.823600 -0.0884 0.0044 -0.0994
H -0.351224 -4.391957 -3.500335 0.4673 0.0348 0.2662
```
Forces are in eV/Å.

Computed properties:
Total charge = -1
Calculated total energy = -100851.0139 eV
HOMO energy = -1.02 eV
Gap between HOMO and LUMO = 2.75 eV

Let us look at the natural (NBO) charges, expressed in e, one per atom: atom 1 (S): 2.5252, atom 2 (S): -0.0379, atom 3 (F): -0.2879, atom 4 (F): -0.3001, atom 5 (F): -0.2992, atom 6 (F): -0.3016, atom 7 (F): -0.2976, atom 8 (F): -0.3008, atom 9 (F): -0.2949, atom 10 (F): -0.2950, atom 11 (F): -0.2861, atom 12 (F): -0.2979, atom 13 (F): -0.2945, atom 14 (F): -0.3011, atom 15 (F): -0.2893, atom 16 (F): -0.2882, atom 17 (F): -0.4712, atom 18 (F): -0.2849, atom 19 (F): -0.2837, atom 20 (F): -0.3094, atom 21 (O): -0.8788, atom 22 (O): -0.8564, atom 23 (O): -0.8706, atom 24 (N): -0.7155, atom 25 (N): -0.2323, atom 26 (C): -0.4499, atom 27 (C): -0.6381, atom 28 (C): 0.7745, atom 29 (C): -0.5973, atom 30 (C): 0.5512, atom 31 (C): 0.5827, atom 32 (C): 0.5836, atom 33 (C): 0.5860, atom 34 (C): 0.9283, atom 35 (C): 0.1061, atom 36 (C): -0.6069, atom 37 (C): -0.5946, atom 38 (C): -0.4057, atom 39 (C): -0.2235, atom 40 (C): 0.1072, atom 41 (C): -0.3918, atom 42 (C): -0.4050, atom 43 (C): -0.5106, atom 44 (C): 0.5818, atom 45 (C): 0.5903, atom 46 (H): 0.1341, atom 47 (H): 0.1646, atom 48 (H): 0.2323, atom 49 (H): 0.1873, atom 50 (H): 0.1725, atom 51 (H): 0.2141, atom 52 (H): 0.1876, atom 53 (H): 0.2268, atom 54 (H): 0.1885, atom 55 (H): 0.2250, atom 56 (H): 0.2298, atom 57 (H): 0.2305, atom 58 (H): 0.1669, atom 59 (H): 0.1941, atom 60 (H): 0.2042, atom 61 (H): 0.1659, atom 62 (H): 0.2225, atom 63 (H): 0.1928, atom 64 (H): 0.2202, atom 65 (H): 0.1969, atom 66 (H): 0.1883, atom 67 (H): 0.1868, atom 68 (H): 0.2044, atom 69 (H): 0.2105, atom 70 (H): 0.2345

=====

Number 1: E_LUMO 0.2 eV. Number 2: E_LUMO 1.7 eV.